48
Properties=species:S:1:pos:R:3:forces:R:3:lowdin_charge:R:1 method="wB97M-V/def2-TZVPD" relative_energy_kcal_mol=0.00 charge=+4 gap_ev="4.1 / 3.5" multiplicity=3 s2=2.01
N -1.340 -1.090 2.814 -0.41 1.16 0.63 0.13
C -2.078 -0.409 3.403 0.79 -0.91 -0.57 -0.25
C -3.024 0.409 4.144 -0.31 0.19 0.20 -0.03
H -3.690 -0.235 4.734 0.15 0.13 -0.16 0.12
H -3.629 1.008 3.449 0.14 -0.17 0.24 0.10
H -2.494 1.082 4.830 -0.13 -0.16 -0.17 0.10
N -0.438 3.203 -2.388 0.33 0.02 0.08 0.08
C 0.060 4.189 -2.732 -0.44 -0.49 0.12 -0.12
C 0.658 5.434 -3.164 0.14 0.22 -0.07 0.01
H -0.107 6.224 -3.179 0.15 -0.21 0.00 0.13
H 1.077 5.313 -4.173 -0.13 0.00 0.23 0.13
H 1.461 5.718 -2.468 -0.21 -0.07 -0.17 0.12
N 1.023 -2.994 -0.178 0.46 -0.21 -1.20 0.12
C 1.121 -3.571 -1.183 -0.17 0.40 1.27 -0.26
C 1.233 -4.350 -2.405 0.01 -0.16 -0.31 -0.03
H 2.172 -4.105 -2.919 -0.25 -0.12 0.08 0.10
H 0.386 -4.126 -3.067 0.24 -0.14 0.15 0.10
H 1.226 -5.421 -2.157 -0.02 0.28 -0.09 0.12
Mo -1.236 1.229 -1.614 7.19 5.24 1.13 1.27
C 1.078 0.600 -1.820 2.60 -1.11 0.20 0.02
O 2.179 0.272 -1.793 -3.48 1.06 -0.16 0.13
C -0.253 2.140 0.398 1.24 0.91 2.46 0.01
O 0.275 2.573 1.320 -1.72 -1.35 -2.93 0.15
C -3.257 1.164 -0.935 -0.76 0.45 0.96 -0.14
C -2.623 -0.065 -0.667 -1.20 -2.21 0.38 -0.16
C -1.967 -0.758 -1.702 -1.06 -1.79 1.20 -0.17
C -1.952 -0.221 -3.004 0.41 -0.44 -1.35 -0.15
C -2.564 1.018 -3.267 -1.79 -0.17 -1.22 -0.13
C -3.216 1.715 -2.231 -1.48 0.04 -1.12 -0.13
H -3.732 1.715 -0.127 0.07 -0.04 -0.15 0.15
H -2.597 -0.461 0.346 0.03 0.01 -0.14 0.13
H -1.431 -1.679 -1.477 -0.16 0.17 0.00 0.13
H -1.408 -0.736 -3.793 -0.14 0.15 0.10 0.15
H -2.482 1.467 -4.255 0.01 -0.09 0.14 0.16
H -3.645 2.695 -2.417 0.09 -0.08 0.03 0.16
N 3.681 -1.635 0.525 -2.64 -0.36 3.32 0.40
C 3.083 -1.456 1.724 1.71 0.57 -3.61 -0.25
C 3.290 -2.394 2.782 -0.03 -1.17 1.94 0.19
C 2.670 -2.157 4.006 0.54 -0.61 -0.29 0.10
C 1.876 -1.008 4.136 0.47 -2.06 1.24 0.18
C 1.725 -0.159 3.027 0.37 1.62 -4.14 0.00
N 2.341 -0.339 1.862 -1.90 1.46 1.69 0.20
H 3.339 -1.088 -0.259 0.29 0.54 -0.17 0.13
H 4.072 -2.544 0.315 0.66 -0.25 -0.13 0.17
H 3.912 -3.261 2.560 -0.09 -0.04 0.44 0.17
H 2.804 -2.849 4.838 -0.03 0.13 -0.16 0.17
H 1.352 -0.763 5.059 0.17 -0.12 0.06 0.17
H 1.067 0.710 3.100 0.32 -0.20 0.02 0.13


28
Properties=species:S:1:pos:R:3:forces:R:3:lowdin_charge:R:1 method="wB97M-V/def2-TZVPD" relative_energy_kcal_mol=57.98 charge=+1 gap_ev=9.8 smiles="CN=C=C(C(=O)OC)[NH+]1CCCC1"
C -1.921 -3.367 1.213 1.01 -2.96 1.06 -0.08
N -1.869 -2.075 0.747 0.17 2.68 -1.14 0.10
C -1.247 -1.071 0.657 -0.45 -0.31 0.61 0.04
C -0.561 0.056 0.383 -0.24 0.91 1.37 -0.07
C -0.556 1.387 1.133 1.64 -0.71 -2.10 -0.46
O 0.128 2.296 0.681 -0.65 -0.68 0.58 0.09
O -1.259 1.398 2.220 -0.89 0.52 1.05 0.03
C -1.319 2.694 2.909 -0.78 -0.94 0.75 0.03
N 0.351 -0.144 -0.744 -1.17 2.68 0.02 -0.08
C 1.794 -0.336 -0.505 -1.26 -3.84 0.27 -0.06
C 2.276 -0.510 -1.960 2.48 -0.77 1.58 -0.15
C 1.467 0.412 -2.786 -0.28 2.95 1.61 -0.13
C 0.307 0.890 -1.875 1.55 -1.52 0.45 -0.03
H -1.006 -3.627 1.804 -0.50 0.07 -0.66 0.11
H -2.067 -4.103 0.380 0.16 0.81 0.66 0.12
H -2.730 -3.521 1.914 -0.50 0.25 -0.06 0.10
H -2.285 2.854 3.378 -0.14 -0.75 -0.06 0.11
H -1.205 3.466 2.230 0.45 1.38 -1.52 0.07
H -0.562 2.765 3.657 0.65 -0.27 0.41 0.10
H -0.151 -0.869 -1.180 0.42 -2.01 -0.97 0.15
H 1.802 -1.259 0.175 0.68 1.13 -1.10 0.17
H 2.082 0.484 0.091 0.78 1.21 0.21 0.13
H 2.197 -1.543 -2.324 -0.01 0.17 0.51 0.13
H 3.353 -0.230 -1.986 -0.66 -0.42 -0.16 0.14
H 2.101 1.296 -2.971 -0.63 -0.38 -0.64 0.14
H 1.104 -0.054 -3.628 -0.57 -0.67 -2.14 0.10
H 0.456 1.814 -1.435 0.68 1.72 0.81 0.09
H -0.679 0.896 -2.180 -1.97 -0.23 -1.39 0.12


12
Properties=species:S:1:pos:R:3:forces:R:3:lowdin_charge:R:1 method="wB97M-V/def2-TZVPD" relative_energy_kcal_mol=135.79 charge=-1 gap_ev=8.0 smiles="[O-][N+]([O-])=Nn1ccnc1"
O 1.830 -0.338 1.306 1.70 1.15 0.16 -0.08
N 1.040 -1.216 1.639 -1.13 1.38 -2.30 -0.55
O 1.159 -1.868 2.646 0.18 -1.51 1.59 -0.05
N -0.022 -1.411 0.877 -1.24 -2.51 0.95 0.02
N -0.240 -0.495 -0.058 0.59 6.35 -1.07 -0.08
C -0.146 1.250 0.108 -0.76 -5.24 -0.34 0.07
C -0.738 1.595 -1.054 2.00 2.90 1.69 -0.33
N -1.103 0.620 -1.826 -1.22 -2.93 -2.53 -0.03
C -0.779 -0.554 -1.269 -0.19 -1.34 0.32 -0.23
H 0.642 1.328 0.793 0.59 1.20 0.82 0.03
H -0.721 2.649 -1.407 -0.42 -0.78 0.21 0.09
H -0.922 -1.561 -1.753 -0.10 1.33 0.50 0.12


55
Properties=species:S:1:pos:R:3:forces:R:3:lowdin_charge:R:1 method="wB97M-V/def2-TZVPD" relative_energy_kcal_mol=5.41 charge=+1 gap_ev="5.8 / 5.8"
Be -0.009 0.121 -0.106 -2.39 0.19 -0.93 -0.22
P 1.053 -0.706 -1.886 1.42 -0.20 -0.11 0.92
C 0.783 0.733 -2.903 0.09 0.14 -1.34 -0.16
C -0.265 1.590 -2.589 -1.31 1.20 0.67 -0.30
N -0.785 1.514 -1.293 0.53 -0.40 -0.39 0.08
C -1.832 2.252 -0.945 -0.09 0.10 0.16 -0.28
C -2.438 3.174 -1.834 0.07 -0.08 0.18 0.02
C -1.927 3.306 -3.127 -0.67 0.59 0.15 -0.04
C -0.857 2.537 -3.505 1.19 -1.08 0.10 0.01
C -2.367 2.075 0.470 0.04 -0.07 -0.07 -0.25
P -1.074 1.358 1.578 0.03 0.52 -0.08 0.93
H -0.423 2.586 -4.504 -0.22 0.10 0.23 0.12
H -3.282 3.779 -1.475 0.46 -0.36 -0.27 0.13
H -2.384 4.029 -3.828 0.36 -0.55 0.47 0.13
H -2.718 3.033 0.882 -0.02 -0.25 -0.20 0.10
H -3.214 1.367 0.467 0.24 0.25 -0.12 0.11
H 2.717 2.897 -2.741 -0.38 -0.24 0.27 0.01
H 1.231 0.837 -3.913 -0.16 -0.13 0.72 0.11
H 3.427 2.860 0.397 0.31 0.00 0.06 0.02
O 3.269 3.426 -2.158 0.00 -0.13 -0.53 -0.05
H 3.875 3.784 -2.819 0.34 0.32 0.38 0.05
H 1.013 -0.081 0.684 1.71 0.20 0.48 0.05
O 3.458 2.517 1.303 0.13 0.12 -0.56 -0.05
H 2.534 2.479 1.530 -0.42 -0.12 0.34 -0.02
C -0.225 2.879 2.172 0.05 -0.36 -0.04 -0.24
H -0.944 3.556 2.636 0.09 0.00 0.00 0.05
H 0.547 2.613 2.900 -0.14 0.02 0.00 0.05
H 0.268 3.383 1.338 -0.10 0.00 -0.02 0.05
C -2.027 0.797 3.032 0.20 -0.20 -0.22 -0.22
H -1.338 0.471 3.814 -0.04 0.07 -0.06 0.06
H -2.659 1.601 3.413 0.04 -0.01 -0.03 0.06
H -2.643 -0.057 2.749 0.01 0.04 -0.01 0.04
C 0.382 -2.075 -2.907 -0.29 0.13 0.14 -0.21
H 0.864 -2.117 -3.897 -0.05 0.06 0.42 0.06
H 0.515 -3.019 -2.363 0.03 0.23 -0.12 0.05
H -0.696 -1.901 -3.018 0.30 -0.10 0.01 0.06
C 2.878 -0.981 -1.829 -0.29 0.17 0.05 -0.21
H 3.063 -1.945 -1.332 -0.04 0.29 -0.19 0.06
H 3.319 -0.985 -2.838 -0.18 -0.07 0.33 0.06
H 3.331 -0.181 -1.223 -0.16 -0.27 -0.21 0.05
C -2.843 -4.387 0.461 -0.51 -0.27 -0.09 -0.06
C -1.530 -3.704 0.797 -0.29 -0.47 -0.08 -0.65
C -1.442 -3.468 2.303 0.07 0.32 0.48 -0.05
C -0.364 -4.590 0.365 0.45 -0.18 -0.23 -0.05
C -1.416 -2.408 0.119 1.36 1.13 0.13 -0.07
C -0.898 -1.328 -0.171 -1.53 -0.73 0.39 -0.13
H -2.933 -5.352 0.971 0.08 0.13 -0.04 0.09
H -2.930 -4.563 -0.612 0.01 -0.03 -0.02 0.09
H -3.690 -3.769 0.762 -0.01 0.00 0.02 0.09
H -1.488 -4.409 2.863 -0.03 0.07 -0.20 0.09
H -0.503 -2.967 2.560 -0.07 -0.08 -0.05 0.09
H -2.260 -2.827 2.648 0.03 -0.10 -0.05 0.08
H -0.392 -4.781 -0.713 -0.06 -0.01 0.10 0.08
H 0.593 -4.108 0.590 -0.10 -0.03 0.02 0.09
H -0.382 -5.558 0.878 -0.10 0.16 -0.04 0.09


69
Properties=species:S:1:pos:R:3:forces:R:3:lowdin_charge:R:1 method="wB97M-V/def2-TZVPD" gap_ev=6.0
Pd -0.398 0.108 4.388 0.02 0.01 -0.01 0.27
Se -2.446 -1.343 -5.447 -0.01 -0.02 0.01 1.09
N -2.857 -0.767 -3.809 0.01 0.02 -0.01 -0.22
C -1.977 -1.279 -2.995 0.00 -0.01 0.01 -0.35
C -1.942 -1.000 -1.563 -0.02 0.00 -0.01 -0.10
C -2.883 -0.172 -0.951 0.01 0.01 0.00 -0.01
C -2.731 0.131 0.382 0.00 0.00 -0.01 -0.04
C -1.621 -0.386 1.055 0.03 0.08 -0.01 -0.13
N -0.744 -1.208 0.501 -0.01 -0.01 0.00 0.15
C -0.911 -1.538 -0.785 0.01 -0.01 0.02 -0.16
C 0.056 -2.496 -1.378 -0.01 0.01 -0.01 -0.16
N 0.930 -3.074 -0.550 0.01 0.01 0.01 0.14
C 1.808 -3.920 -1.055 -0.01 0.00 0.00 -0.13
C 1.879 -4.243 -2.410 0.00 0.00 0.00 -0.05
C 0.975 -3.659 -3.268 0.01 0.00 0.00 0.00
C 0.035 -2.770 -2.751 -0.01 0.00 0.01 -0.10
C -0.974 -2.133 -3.590 -0.01 0.00 0.01 -0.35
N -1.053 -2.303 -4.880 0.01 0.02 -0.01 -0.22
H -3.695 0.233 -1.541 0.00 0.00 0.00 0.12
H -3.422 0.786 0.897 0.00 0.00 0.01 0.10
H -1.411 -0.099 2.086 -0.05 -0.11 0.03 0.04
H 2.494 -4.368 -0.343 0.00 0.00 0.00 0.11
H 2.625 -4.940 -2.768 0.00 0.00 0.00 0.10
H 0.970 -3.873 -4.329 0.00 0.00 0.00 0.12
C -2.275 4.403 2.203 0.04 0.01 0.00 -0.08
N -2.346 3.270 3.108 0.04 -0.02 -0.02 -0.13
C -1.375 2.752 3.865 0.00 -0.02 -0.01 -0.17
N -1.802 1.638 4.439 -0.02 0.02 0.03 -0.08
C -3.080 1.528 3.983 0.01 -0.02 -0.01 -0.22
N -3.447 2.492 3.170 -0.01 0.00 0.00 0.12
C -2.279 3.980 0.753 -0.02 0.00 0.00 -0.20
C -3.317 4.379 -0.076 0.01 0.01 0.01 -0.03
C -3.338 3.999 -1.412 -0.01 0.00 -0.01 -0.05
C -2.328 3.207 -1.922 0.01 0.00 -0.01 -0.02
C -1.288 2.792 -1.091 0.00 0.01 0.00 -0.14
C -1.260 3.181 0.242 -0.02 0.00 -0.01 0.03
C -0.279 1.900 -1.658 0.03 0.03 0.04 -0.30
N -0.181 1.517 -2.884 -0.01 -0.02 -0.01 0.14
N 0.885 0.637 -2.937 -0.02 -0.01 -0.03 0.14
C 1.357 0.559 -1.740 0.02 0.04 0.05 -0.29
O 0.674 1.346 -0.868 -0.02 -0.04 -0.03 0.14
C 2.492 -0.244 -1.289 0.00 -0.01 0.00 -0.14
C 3.330 -0.795 -2.257 0.00 0.00 -0.01 -0.02
C 4.393 -1.586 -1.866 0.01 -0.01 -0.01 -0.06
C 4.618 -1.832 -0.519 0.01 0.00 0.01 -0.04
C 3.784 -1.290 0.448 -0.02 0.01 -0.01 -0.19
C 4.073 -1.567 1.907 0.02 0.02 0.01 -0.08
N 2.875 -1.696 2.705 -0.01 -0.06 -0.01 -0.14
C 2.254 -0.761 3.427 0.01 0.01 -0.01 -0.17
N 1.099 -1.230 3.861 -0.01 0.04 0.00 -0.07
C 1.065 -2.493 3.353 0.00 0.00 -0.01 -0.20
N 2.123 -2.814 2.648 0.01 0.01 0.01 0.13
C 2.712 -0.495 0.061 0.01 -0.01 0.00 0.03
H -1.358 4.939 2.448 -0.01 0.00 0.01 0.13
H -3.119 5.059 2.410 -0.01 0.00 -0.01 0.13
H -0.403 3.197 3.985 0.00 0.00 0.00 0.12
H -3.735 0.719 4.258 0.00 0.00 0.00 0.11
H -4.119 4.985 0.327 0.00 0.00 0.00 0.11
H -4.152 4.314 -2.051 0.00 0.00 0.00 0.11
H -2.336 2.882 -2.954 0.00 0.00 0.00 0.12
H -0.460 2.835 0.888 0.00 -0.01 0.00 0.13
H 3.128 -0.600 -3.302 0.00 0.00 0.00 0.12
H 5.044 -2.023 -2.612 0.00 0.00 0.00 0.11
H 5.445 -2.465 -0.218 0.00 0.00 0.00 0.12
H 4.664 -0.757 2.340 -0.01 0.00 0.01 0.14
H 4.642 -2.489 2.011 0.01 0.00 -0.01 0.13
H 2.656 0.219 3.617 0.00 0.00 0.00 0.12
H 0.243 -3.169 3.508 -0.01 0.00 0.00 0.11
H 2.014 -0.110 0.794 0.00 0.00 0.00 0.12


23
Properties=species:S:1:pos:R:3:forces:R:3:lowdin_charge:R:1 method="wB97M-V/def2-TZVPD" relative_energy_kcal_mol=13.89 charge=+1 gap_ev=9.6 smiles=CCS[C@](I)(NC)[NH2+]C
C 3.135 1.096 -1.098 -1.39 2.33 -0.10 -0.18
C 2.300 -0.118 -0.838 1.80 -1.81 0.31 -0.60
S 0.620 -0.103 -1.388 -0.96 0.06 0.25 0.90
C -0.242 0.261 0.124 -2.54 -2.75 2.61 -1.11
I 0.395 1.919 1.218 0.20 0.37 0.39 1.11
N -0.628 -0.915 1.270 1.74 0.35 -0.93 -0.11
C -0.788 -2.356 0.775 2.27 2.11 -1.91 -0.09
N -1.703 0.488 -0.296 -0.86 0.82 -1.49 -0.10
C -2.767 1.115 0.503 0.19 1.48 4.05 -0.08
H 4.210 0.916 -1.044 -0.24 -0.12 -0.28 0.09
H 2.775 1.553 -2.066 0.99 -0.28 0.84 0.09
H 2.866 1.832 -0.280 0.61 -0.52 -1.11 0.02
H 2.424 -0.315 0.259 -0.56 -0.63 -0.99 0.09
H 2.666 -0.975 -1.474 0.02 0.59 1.08 0.09
H 0.215 -0.986 1.882 -0.89 0.48 -0.56 0.08
H -0.719 -3.071 1.569 0.25 -0.04 0.56 0.08
H -1.675 -2.539 0.233 -1.45 0.15 -0.27 0.05
H 0.005 -2.488 -0.019 -0.47 -0.52 1.01 0.07
H -2.204 -0.370 -0.423 0.77 -1.54 -0.78 0.14
H -1.703 0.994 -1.206 0.09 -0.45 0.45 0.16
H -3.756 1.009 0.127 -0.54 -0.93 -0.86 0.10
H -2.789 0.893 1.633 0.46 -0.58 -1.97 0.14
H -2.640 2.159 0.540 0.52 1.43 -0.31 0.05